No. 1
Computed, not measured: a gas-phase ion, C6H10IO2S (charge -1), with the ωB97M-V functional and the def2-TZVPD basis.

Output
Net charge   -1
Spin multiplicity   1

Cartesian coordinates (Å):
C 0.02630 1.79086 0.00278
H -0.83148 -2.10420 -0.84707
H -2.02782 -0.00837 -1.26366
C -0.55943 -1.14824 -0.21887
I 3.18919 1.28085 -0.10301
C 1.06423 0.73395 0.25828
H 1.16939 0.24218 1.30049
H 0.13624 1.93121 -1.12932
C -1.75288 -0.08027 -0.24101
H -2.51686 -0.44255 0.53174
S 2.07252 -1.81919 -0.02530
C 0.77487 -0.54241 -0.59072
O 1.62840 -2.96445 -0.83433
H 0.92329 -0.48269 -1.61034
H -2.13756 1.90830 0.00716
H -0.28999 -1.50221 0.84981
H 0.35532 2.67075 0.63810
O 1.63982 -1.93437 1.41573
H -1.48378 1.20173 1.44854
C -1.37974 1.26911 0.41101

Atom charges from the Löwdin analysis, given in e for atoms 1 to 8: atom 1 (C): -0.26, atom 2 (H): 0.13, atom 3 (H): 0.08, atom 4 (C): -0.22, atom 5 (I): 0.68, atom 6 (C): -0.71, atom 7 (H): 0.09, atom 8 (H): 0.13

No. 2
Computed, not measured: a molecular structure, C6H10IrN2O3S4, with the ωB97M-V functional and the def2-TZVPD basis.

Output
Net charge   +1
Spin multiplicity   1

Cartesian coordinates (Å):
O -2.58372 -0.59129 0.29912
S -0.28071 4.41951 -1.95199
C -0.50316 2.75440 -1.53868
Ir -0.72565 -0.02506 -0.07422
H -0.06362 0.50422 2.43614
O -0.79146 5.14709 -4.43421
C -0.77221 4.24721 -3.66964
O -1.77797 -1.70732 -0.01233
S -1.21073 0.25633 -2.28932
H 2.34081 -2.64183 0.18070
H 0.02189 -1.55115 3.58655
H 1.85535 -2.60743 2.50284
N 1.15148 -1.00486 -0.41208
C 1.39742 -1.79750 1.93577
H 1.90917 -0.33802 -0.29150
S -0.23501 2.18826 -0.00438
H 2.03177 -0.91722 2.09140
C 0.00287 -1.55540 2.49611
H 1.18565 -1.29964 -1.38419
S -1.22465 2.56150 -4.11968
N -0.56373 -0.27222 2.01144
H 0.59731 -2.90443 0.26542
H -1.53846 -0.20828 2.31020
C -0.93795 1.86991 -2.56788
C 1.39135 -2.18510 0.46248
H -0.67606 -2.34170 2.17192

Atom charges from the Löwdin analysis, given in e for atoms 1 to 8: atom 1 (O): -0.40, atom 2 (S): 1.04, atom 3 (C): -1.11, atom 4 (Ir): 0.97, atom 5 (H): 0.10, atom 6 (O): 0.04, atom 7 (C): -0.93, atom 8 (O): -0.42

What energy relative to the best compared isomer or geometry (same formula, charge and spin) values result from the calculations? In sequence: 0.0 0.0 kcal per mole.